No. 1
C21H31O4Pt as an isolated structure at a distorted geometry. Source: the OMol25 dataset; level of theory: ωB97M-V/def2-TZVPD.

Positions of all 57 atoms, in Å:
O -1.549 -1.314 -0.621
C -2.564 -2.188 0.083
C -3.591 -2.194 -1.018
H -3.029 -1.673 0.944
H -2.207 -3.223 0.304
C -2.393 -1.529 -1.804
H -4.456 -1.579 -0.725
H -3.897 -3.133 -1.547
C -2.626 -0.319 -2.706
H -2.706 0.636 -2.170
H -3.531 -0.492 -3.304
H -1.737 -0.311 -3.342
C -1.703 -2.655 -2.555
H -1.501 -3.431 -1.808
H -0.799 -2.236 -3.014
H -2.390 -3.119 -3.270
Pt 1.053 -0.311 -0.137
C 4.686 -1.438 0.502
C 3.935 -0.712 1.467
C 2.558 -1.135 1.409
H 4.367 -0.011 2.179
C 2.431 -2.043 0.244
C 3.812 -2.262 -0.219
H 4.092 -2.988 -0.988
H 5.786 -1.407 0.414
H 1.864 -1.140 2.248
H 1.649 -2.791 0.105
C 3.514 1.212 -1.136
C 3.202 0.211 -2.084
C 1.775 0.178 -2.323
H 3.932 -0.412 -2.592
C 1.204 1.297 -1.554
C 2.356 1.995 -0.947
H 2.291 2.988 -0.537
H 4.513 1.460 -0.709
H 1.282 -0.362 -3.137
H 0.226 1.740 -1.732
O -3.809 1.613 0.697
C -2.396 1.732 0.404
C -1.721 0.836 1.444
H -2.061 2.790 0.584
H -2.148 1.500 -0.637
C -2.565 1.011 2.723
H -0.712 1.159 1.641
H -1.698 -0.211 1.131
C -3.807 1.773 2.177
H -2.083 1.547 3.566
H -2.878 0.011 3.042
H -3.716 2.878 2.323
H -4.775 1.430 2.558
C 2.530 2.644 2.526
O 2.329 1.358 1.917
C 1.321 1.383 1.025
O 0.618 2.403 0.941
H 3.517 2.647 2.984
H 1.756 2.772 3.285
H 2.452 3.413 1.749

The value obtained for the HOMO energy (alpha / beta) is -10.5 / -11.8 eV. The energy above the lowest of the compared OMol25 structures with the same formula, charge and spin is 26.0 kcal/mol. As for the spin multiplicity: 5. As for the expectation value of S²: 6.03. The molar mass comes out at 542.6 g mol⁻¹. The calculation puts the LUMO energy (alpha / beta) at -2.733 / -6.036 eV. Its max |F| is 3.4 eV/Å. The charge is +1.

***

No. 2
C3H10N2O2 as an isolated structure at a distorted geometry. Source: the OMol25 dataset; level of theory: ωB97M-V/def2-TZVPD.

Positions of all 17 atoms, in Å:
C -0.820 -0.888 -0.208
C 0.354 -0.085 -0.670
C 1.159 0.780 0.265
N -1.051 0.755 -1.146
N -1.773 1.605 -0.288
O -1.149 -0.917 0.999
O 1.325 -2.094 0.779
H 0.526 -1.881 1.329
H 2.001 -2.468 1.358
H -0.972 1.177 -2.073
H -1.041 -1.744 -0.865
H 0.848 -0.410 -1.582
H -1.158 2.141 0.324
H -2.360 1.020 0.313
H 0.616 1.012 1.180
H 2.086 0.279 0.528
H 1.410 1.717 -0.240

The value obtained for the HOMO energy is -9.1 eV. The energy above the lowest of the compared OMol25 structures with the same formula, charge and spin is 88.2 kcal/mol. The molar mass comes out at 106.1 g mol⁻¹. The calculation puts the LUMO energy at 0.826 eV. Its max |F| is 3.9 eV/Å.

***

No. 3
A 2-piece molecular cluster, C6H10O overall. Source: the OMol25 dataset; level of theory: ωB97M-V/def2-TZVPD.

Positions of all 17 atoms, in Å:
C -1.215 0.754 -0.270
C -0.121 1.504 -0.416
C 1.239 0.904 -0.376
O 1.569 0.178 0.821
C 1.364 -0.556 -0.375
C 0.123 -1.409 -0.526
C -1.197 -0.739 -0.101
H -2.187 1.237 -0.212
H -0.204 2.584 -0.511
H 2.060 1.512 -0.754
H 2.278 -1.011 -0.764
H 0.250 -2.355 0.013
H 0.067 -1.660 -1.593
H -1.436 -0.987 0.943
H -2.014 -1.167 -0.696
H 0.029 0.502 2.241
H -0.604 0.709 2.577

The value obtained for the HOMO energy is -9.3 eV. The energy above the lowest of the compared OMol25 structures with the same formula, charge and spin is 46.8 kcal/mol. The molar mass comes out at 98.1 g mol⁻¹. The SMILES is C1=C[C@H]2O[C@H]2CC1.[H][H]. The calculation puts the LUMO energy at 1.111 eV. Its max |F| is 0.3 eV/Å.